{"formula": "C31H89N13O10", "method": "wB97M-V/def2-TZVPD", "largest_force_ev_per_a": 5.79, "charge": -1, "spin_multiplicity": 2, "e_tot_ev": -73432.8448, "s_squared": 0.750, "e_homo_ev": [0.23, -6.27], "species": ["C", "O", "N", "N", "H", "H", "H", "H", "C", "O", "N", "N", "H", "H", "H", "H", "C", "O", "N", "N", "H", "H", "H", "H", "C", "C", "C", "O", "C", "N", "H", "H", "H", "H", "H", "H", "H", "H", "H", "H", "H", "C", "C", "C", "O", "C", "N", "H", "H", "H", "H", "H", "H", "H", "H", "H", "H", "H", "C", "C", "C", "O", "C", "N", "H", "H", "H", "H", "H", "H", "H", "H", "H", "H", "H", "C", "C", "C", "O", "C", "N", "H", "H", "H", "H", "H", "H", "H", "H", "H", "H", "H", "C", "C", "C", "O", "C", "N", "H", "H", "H", "H", "H", "H", "H", "H", "H", "H", "H", "C", "C", "C", "O", "C", "N", "H", "H", "H", "H", "H", "H", "H", "H", "H", "H", "H", "C", "C", "C", "O", "C", "N", "H", "H", "H", "H", "H", "H", "H", "H", "H", "H", "H"], "positions_angstrom": [[0.6786, 1.2463, 0.0239], [1.3257, 2.1778, -0.4415], [-0.0803, 1.2438, 1.0802], [0.7810, 0.0376, -0.4572], [-0.1256, 2.1282, 1.5658], [-0.3356, 0.3517, 1.4791], [1.3691, -0.2074, -1.2409], [0.4160, -0.7518, 0.0565], [3.9546, -1.6955, -2.0257], [2.9256, -1.2426, -2.4066], [4.3004, -1.5058, -0.7844], [4.7149, -2.5119, -2.6661], [4.9333, -2.0941, -0.2615], [3.8289, -0.7746, -0.2714], [5.6849, -2.6369, -2.4137], [4.5254, -2.7789, -3.6216], [-0.4130, 2.0571, 5.3264], [-0.9471, 2.1588, 4.2593], [-0.5679, 1.0436, 6.1516], [0.3543, 3.0655, 5.7190], [-1.2252, 0.2933, 5.9928], [-0.1666, 1.2898, 7.0452], [0.4505, 3.1179, 6.7230], [0.5023, 3.9230, 5.2063], [-4.5403, 7.8369, 2.9773], [-3.2856, 7.8946, 2.0501], [-2.9474, 6.4931, 1.3838], [-2.7084, 5.5207, 2.3482], [-2.5243, 4.2093, 1.7408], [-3.5690, 8.8217, 1.0000], [-5.4075, 7.6259, 2.3516], [-4.6434, 8.7527, 3.5592], [-4.6219, 7.0846, 3.7618], [-2.4149, 8.2079, 2.6262], [-2.0065, 6.5475, 0.8363], [-3.7077, 6.1868, 0.6654], [-3.4791, 3.8432, 1.3633], [-2.0775, 3.5130, 2.4505], [-1.9734, 4.2349, 0.8007], [-2.7542, 8.9049, 0.4089], [-4.2261, 8.3709, 0.3795], [4.4642, 2.6968, -4.3025], [3.4482, 3.6789, -3.8431], [2.0532, 3.0984, -3.7557], [1.1852, 4.0695, -3.2542], [-0.1960, 3.7682, -3.2080], [3.9512, 4.2755, -2.6526], [4.1757, 2.2733, -5.2646], [4.5002, 1.8214, -3.6540], [5.4700, 3.1002, -4.4194], [3.5543, 4.4880, -4.5657], [1.9621, 2.2527, -3.0741], [1.7785, 2.8676, -4.7849], [-0.4674, 3.1205, -2.3744], [-0.4760, 3.1899, -4.0885], [-0.8022, 4.6716, -3.2749], [4.0208, 3.5423, -1.9616], [3.3043, 4.9614, -2.2903], [-0.0619, -3.6685, 2.7830], [0.7919, -2.7437, 1.8801], [1.6373, -3.5017, 0.8859], [2.7346, -4.1903, 1.5909], [3.5647, -4.8150, 0.5471], [-0.2229, -1.9092, 1.2513], [-0.4570, -3.0046, 3.5520], [0.5026, -4.4601, 3.2757], [-0.8925, -4.0551, 2.1926], [1.4257, -2.1596, 2.5473], [2.0957, -2.7971, 0.1921], [0.9599, -4.1646, 0.3475], [4.5327, -5.2219, 0.8395], [3.9124, -4.0819, -0.1808], [2.9827, -5.5791, 0.0318], [-0.8812, -1.5734, 1.9397], [-0.7881, -2.5416, 0.7029], [4.5296, 4.4736, 0.9185], [4.6543, 2.9502, 0.8598], [3.7231, 2.2575, 1.8672], [3.8751, 0.8457, 1.7049], [3.2165, 0.0520, 2.6353], [4.2094, 2.5386, -0.4910], [4.4716, 4.8789, 1.9286], [3.5419, 4.7711, 0.5664], [5.3672, 5.0013, 0.4624], [5.6809, 2.6579, 1.0807], [2.6837, 2.5788, 1.7999], [4.0825, 2.5582, 2.8514], [3.3741, 0.2986, 3.6853], [3.4458, -1.0096, 2.5433], [2.1479, 0.1228, 2.4319], [3.2175, 2.7245, -0.4524], [4.2698, 1.5309, -0.5225], [-1.3980, -5.7614, -1.2866], [-2.0734, -4.3746, -1.4953], [-3.3668, -4.1995, -0.5383], [-4.3375, -5.2320, -0.7676], [-5.4634, -5.1802, 0.0878], [-1.1704, -3.3716, -1.0809], [-0.7224, -6.0394, -2.0956], [-2.2211, -6.4758, -1.3011], [-1.0302, -5.9722, -0.2825], [-2.4662, -4.3558, -2.5119], [-3.7561, -3.2131, -0.7904], [-3.1470, -4.1247, 0.5267], [-5.1571, -5.2130, 1.1333], [-6.1892, -5.9826, -0.0441], [-6.0209, -4.2700, -0.1333], [-1.5298, -2.4844, -1.4030], [-0.3311, -3.3766, -1.6427], [-3.6446, 0.6714, 1.6756], [-3.2788, -0.4356, 2.7009], [-3.6076, -1.8099, 2.0668], [-4.8183, -2.3347, 2.4377], [-5.9928, -1.7418, 1.8044], [-1.9039, -0.3754, 3.0893], [-4.7213, 0.8411, 1.6651], [-3.1893, 0.6453, 0.6856], [-3.2997, 1.6353, 2.0497], [-3.8913, -0.2705, 3.5873], [-2.8484, -2.5238, 2.3863], [-3.4911, -1.8327, 0.9833], [-6.1656, -0.7532, 2.2295], [-6.9139, -2.2845, 2.0169], [-5.8671, -1.6412, 0.7264], [-1.7356, 0.5420, 3.4768], [-1.7352, -0.8792, 3.9482], [1.9399, -4.7916, -3.1087], [1.2737, -3.7978, -3.9875], [-0.0197, -4.2978, -4.7274], [-0.4726, -3.1610, -5.5078], [-1.3815, -3.6100, -6.4609], [0.7969, -2.7647, -3.0553], [2.9152, -4.5403, -2.6917], [2.0378, -5.7018, -3.7004], [1.3602, -5.1752, -2.2691], [1.9931, -3.2194, -4.5672], [-0.7293, -4.6536, -3.9804], [0.1904, -5.1303, -5.3989], [-2.3207, -3.9599, -6.0325], [-0.9694, -4.4400, -7.0348], [-1.4825, -2.7775, -7.1572], [1.6469, -2.3356, -2.7186], [0.4559, -2.0922, -3.7273]], "forces_ev_per_angstrom": [[2.0, -0.2, -1.2], [-0.1, 1.8, -0.3], [-1.7, 1.8, 2.4], [0.8, -3.1, -2.6], [-0.3, -0.5, 0.5], [-0.4, 0.4, 0.4], [0.1, 0.6, 0.1], [-0.4, -0.3, 0.4], [-0.6, 0.2, 2.0], [-2.9, 2.0, -2.5], [1.5, 1.1, 4.0], [3.4, -3.3, -3.4], [0.0, 0.3, -0.3], [-0.1, -0.1, 0.1], [-0.3, 0.1, 0.2], [-0.3, 0.3, 0.2], [-0.6, 0.8, -0.8], [-1.8, -0.5, -3.9], [0.9, -0.3, 1.3], [2.0, 1.3, 2.4], [-0.2, 0.0, 0.2], [-0.2, -1.2, 0.8], [0.5, 0.4, 0.1], [-0.5, -0.5, -0.2], [0.3, -0.3, 0.0], [-0.5, -2.4, 0.7], [0.6, 0.9, 1.1], [0.0, -1.8, 0.1], [-0.6, 0.8, -0.1], [0.1, 0.8, -0.8], [-0.2, 0.5, -0.1], [-0.2, 0.4, -0.6], [0.9, -0.5, -0.3], [0.0, 0.1, -0.1], [0.1, 0.7, -0.6], [-0.6, 0.0, 0.0], [-0.5, -0.2, 0.5], [-0.1, 0.3, 0.1], [0.8, 0.4, 0.1], [0.4, 0.3, 0.0], [-0.5, 0.1, -0.1], [0.2, -1.8, -0.8], [0.8, 1.2, -0.2], [-0.3, 0.2, -0.2], [-0.7, 1.6, 0.3], [0.4, -0.8, -0.8], [0.1, 0.5, 0.7], [0.0, 0.0, -0.3], [0.2, 0.0, 0.4], [-0.2, 0.2, 0.2], [-1.0, 0.1, -0.6], [0.5, -0.6, -0.2], [-0.4, -0.6, -0.2], [0.1, 0.3, 0.5], [0.0, -0.2, -0.4], [0.3, 0.2, 0.5], [0.5, 0.2, 0.4], [-0.2, 0.1, 0.0], [1.0, 0.2, 0.3], [-1.1, -0.8, 1.5], [0.7, 0.3, 0.8], [0.3, -0.4, -2.0], [-0.6, 0.7, 0.4], [0.6, 0.1, -0.8], [-0.2, -0.2, 0.2], [0.0, -0.1, 0.0], [0.0, -0.3, 0.0], [0.1, 0.2, -0.2], [0.0, 0.1, -0.3], [0.3, -0.5, -0.2], [-0.4, -0.3, 1.2], [-0.6, 0.4, -0.3], [0.0, -0.1, -0.1], [0.2, 0.5, 0.6], [0.0, -0.2, -0.7], [-0.4, 0.1, 1.0], [-1.2, 0.1, -0.4], [1.1, 0.1, 0.7], [1.0, 0.4, -0.5], [-1.4, -0.3, 0.4], [1.1, -0.2, 0.9], [0.4, -0.4, 0.5], [0.2, 0.1, -0.8], [-0.3, -0.2, -0.5], [0.0, -0.2, -0.2], [-0.2, -0.1, -0.4], [-0.1, -0.2, 0.5], [0.2, 0.4, 0.1], [0.5, 0.1, -0.4], [-0.4, 0.0, 0.3], [-0.6, -0.2, -0.3], [0.0, -0.2, -0.1], [-1.9, -0.2, -0.1], [-1.3, -2.3, 2.4], [0.4, -0.7, -1.1], [0.4, -0.2, -0.3], [0.1, 0.7, 0.1], [-0.1, 1.2, -0.2], [0.3, 0.2, 0.3], [-0.1, -0.3, -0.5], [0.7, 0.7, 0.0], [0.1, 0.3, -0.3], [-0.5, 0.2, -0.2], [0.5, -0.4, 0.1], [0.0, 0.3, 0.2], [0.5, -0.4, -0.6], [-0.1, 0.3, 0.3], [-0.3, 0.6, 0.3], [0.6, -0.3, -0.3], [0.4, 1.1, 1.2], [-1.1, 0.0, -1.5], [1.3, 0.3, 0.4], [-3.0, -0.7, -0.2], [1.0, 0.3, 0.8], [0.9, 0.4, 0.0], [-0.1, -0.4, -0.5], [-0.2, -0.7, -0.1], [0.2, 0.0, 0.3], [-0.6, -0.2, 0.0], [0.0, -0.2, 0.4], [-0.1, 0.6, -0.4], [0.1, 0.2, -0.1], [0.4, -0.6, 0.1], [0.2, -0.1, -0.1], [0.4, 1.0, -0.3], [-0.2, -1.0, 0.2], [0.3, -2.5, -0.4], [-1.4, 0.8, 1.5], [2.1, 1.2, -0.1], [0.4, -1.5, 1.2], [0.1, 0.4, -0.8], [-0.4, 0.2, -0.9], [0.0, 0.4, -0.3], [0.7, -0.4, -0.1], [-0.5, 0.6, 0.1], [0.1, -0.9, -1.2], [-0.3, 0.3, 0.1], [0.2, -0.1, -0.2], [-0.3, 0.3, 0.1], [0.1, -0.2, -0.1], [-0.6, -0.1, 0.0], [-0.1, 0.3, 0.4], [-0.6, 0.8, 0.4]], "lowdin_charge": [-0.756, -0.009, 0.204, 0.181, 0.102, 0.062, 0.075, 0.031, -0.796, 0.040, 0.199, 0.191, 0.115, 0.099, 0.121, 0.122, -0.902, -0.044, 0.094, 0.120, 0.014, 0.000, 0.030, 0.097, -0.061, -0.413, -0.239, -0.186, -0.083, 0.014, 0.069, 0.067, 0.068, 0.135, 0.117, 0.116, 0.076, 0.060, 0.081, 0.068, 0.064, -0.085, -0.482, -0.207, -0.192, -0.103, 0.042, 0.070, 0.069, 0.079, 0.132, 0.122, 0.121, 0.075, 0.074, 0.082, 0.000, 0.068, -0.061, -0.391, -0.173, -0.173, -0.095, 0.019, 0.050, 0.073, 0.066, 0.118, 0.103, 0.107, 0.079, 0.042, 0.080, 0.018, 0.031, -0.063, -0.380, -0.189, -0.203, -0.129, 0.036, 0.067, 0.080, 0.077, 0.135, 0.120, 0.119, 0.081, 0.076, 0.073, 0.036, 0.061, -0.050, -0.398, -0.160, -0.197, -0.110, 0.025, 0.052, 0.064, 0.077, 0.122, 0.107, 0.105, 0.088, 0.081, 0.077, 0.092, 0.025, -0.049, -0.396, -0.251, -0.194, -0.076, 0.026, 0.064, 0.080, 0.040, 0.124, 0.104, 0.100, 0.069, 0.081, 0.082, 0.028, 0.045, -0.072, -0.393, -0.143, -0.183, -0.137, 0.032, 0.062, 0.078, 0.061, 0.136, 0.103, 0.114, 0.090, 0.078, 0.092, 0.018, 0.084]}